Record 1
Below is the molecule C3H6OS at a distorted geometry, with properties calculated with ωB97M-V with the def2-TZVPD basis set.

Geometry as XYZ:
```
11
Properties=species:S:1:pos:R:3:forces:R:3
S -2.105589 0.151963 -0.176476 0.3 -0.6 -0.4
C -0.387012 -0.028573 0.350923 0.4 0.3 -0.7
C 0.799294 -0.890049 -0.187517 -0.8 0.2 -2.5
O 1.626401 0.261485 -0.107197 0.9 1.4 -0.6
C 0.516624 1.157261 -0.097132 -2.5 -2.5 -0.4
H -2.485580 -1.039569 0.297833 -0.2 0.0 0.0
H -0.427097 -0.123024 1.387032 0.2 -0.1 1.8
H 1.298085 -1.632750 0.388272 -0.3 -1.0 0.7
H 0.675086 -1.278913 -1.288593 0.1 0.8 1.8
H 0.437886 2.027261 0.482494 1.0 1.1 1.2
H 0.051898 1.394911 -1.049636 0.9 0.3 -1.0
```
Forces are in eV/Å.

The charge is 0.

=====

Record 2
Below is a structure of composition C48H63AsMgN4OP2SSe2Si2, with properties calculated with ωB97M-V with the def2-TZVPD basis set.

Geometry as XYZ:
```
125
Properties=species:S:1:pos:R:3:forces:R:3
Mg 0.355219 -0.343146 0.678378 0.0 0.4 -0.2
Se -4.413827 -5.082986 3.940862 0.0 0.1 -0.1
P -4.521110 -3.121118 3.150935 -0.1 0.0 0.0
C -4.792155 -1.915443 4.487515 0.1 0.0 -0.1
C -3.811769 -0.976638 4.793050 -0.1 0.1 0.0
C -3.965374 -0.140139 5.893357 0.0 0.0 -0.1
C -5.100186 -0.231179 6.681758 0.0 0.0 0.0
C -6.079992 -1.171805 6.384947 0.0 -0.1 -0.1
C -5.918476 -2.021612 5.301542 0.0 0.0 0.1
C -5.945666 -3.047050 2.015042 0.0 0.0 0.0
C -5.886579 -3.881976 0.898518 -0.1 0.0 0.1
C -6.947549 -3.942465 0.012136 -0.1 -0.1 0.2
C -8.088543 -3.180017 0.235826 0.0 -0.1 0.0
C -8.162270 -2.362189 1.349410 0.1 0.0 0.1
C -7.092493 -2.296821 2.238476 -0.1 0.0 0.0
C -3.066324 -2.538118 2.269327 0.0 -0.2 0.2
C -2.676723 -1.459638 1.460333 0.0 0.2 -0.2
N -1.350524 -1.601803 1.268400 0.2 -0.5 0.3
N -0.940195 -2.681343 1.937601 -0.2 0.0 -0.1
N -1.948937 -3.252993 2.540255 0.1 0.1 -0.1
P -3.368485 0.009944 0.657766 0.0 -0.1 -0.2
Se -1.950690 1.214600 -0.439130 0.0 -0.1 0.2
C -4.267067 0.984941 1.911299 0.0 0.1 0.0
C -5.571109 0.679185 2.280532 -0.1 0.0 0.0
C -6.243486 1.453607 3.213035 0.1 0.0 0.1
C -5.606617 2.546726 3.787467 0.0 -0.1 0.0
C -4.308620 2.865692 3.415874 0.1 0.0 -0.1
C -3.643395 2.096190 2.468673 0.0 0.0 0.1
C -4.667351 -0.610547 -0.457016 0.0 0.0 0.0
C -5.671034 0.248359 -0.903457 -0.1 0.0 -0.1
C -6.555634 -0.164261 -1.887930 0.0 0.0 0.0
C -6.436799 -1.432429 -2.444493 0.1 0.0 0.0
C -5.434490 -2.285216 -2.010891 0.1 0.2 -0.1
C -4.551693 -1.875353 -1.019470 0.0 0.0 -0.1
H -2.925069 -0.896900 4.177106 0.0 0.0 0.0
H -3.196590 0.587638 6.119591 0.0 0.0 0.0
H -5.222355 0.427255 7.533610 0.0 0.0 0.0
H -6.960330 -1.257229 7.010559 0.0 0.0 0.0
H -6.651640 -2.794142 5.102352 0.0 0.0 0.0
H -5.001609 -4.485381 0.734817 0.0 0.0 0.0
H -6.883051 -4.581212 -0.859779 0.0 0.0 0.0
H -8.915236 -3.220465 -0.462905 0.0 0.0 0.0
H -9.046085 -1.761694 1.527269 0.0 0.0 0.0
H -7.159928 -1.656003 3.106355 0.0 0.0 0.0
H -6.071593 -0.150495 1.805734 0.0 0.0 0.0
H -7.259413 1.202692 3.495144 0.0 0.0 0.0
H -6.125661 3.150663 4.522315 0.0 0.0 0.0
H -3.811497 3.723884 3.850499 0.0 0.0 0.0
H -2.645255 2.357816 2.141849 0.0 0.0 0.0
H -5.748442 1.247273 -0.492112 0.0 0.0 0.0
H -7.328969 0.510804 -2.232505 0.0 0.0 0.0
H -7.122496 -1.751354 -3.220213 0.0 0.0 0.0
H -5.333878 -3.272661 -2.444369 0.0 0.0 0.0
H -3.762967 -2.539351 -0.684194 0.0 0.0 0.0
C 0.514938 2.829084 3.987744 0.0 0.0 0.0
C 0.393640 2.227322 2.582439 0.0 -0.1 0.0
C 1.293264 2.986656 1.613464 0.0 0.0 0.0
C 0.686451 0.719689 2.533909 0.0 0.3 0.0
H 0.252725 3.894579 4.013185 0.0 0.0 0.0
H 1.545572 2.729557 4.348178 0.0 0.0 0.0
H -0.133741 2.299748 4.693370 0.0 0.0 0.0
H -0.636568 2.387990 2.248941 0.0 0.0 0.0
H 2.347166 2.776581 1.836435 0.0 0.0 0.0
H 1.147490 4.071000 1.681635 0.0 0.0 0.0
H 1.102696 2.700017 0.575560 0.0 -0.1 0.0
H 0.018813 0.204106 3.250016 0.0 0.0 0.0
H 1.703668 0.587897 2.947404 0.0 -0.1 -0.1
S -0.363221 3.029829 -2.339660 0.1 0.2 -0.2
C -0.380608 4.770870 -2.348513 -0.1 -0.1 0.1
C -0.070448 5.531587 -1.201692 0.0 0.1 0.0
C -0.061381 6.919380 -1.215935 0.0 -0.1 0.0
C -0.362317 7.626405 -2.376178 0.0 0.0 0.0
C -0.678243 6.900320 -3.523078 0.0 -0.1 0.1
C -0.691673 5.513753 -3.509263 0.0 0.0 0.0
H 0.167362 4.997151 -0.289048 0.0 0.0 0.0
H 0.189838 7.457395 -0.306846 0.0 0.0 0.0
H -0.348236 8.710199 -2.388489 0.0 0.0 0.0
H -0.919028 7.425657 -4.442814 0.0 0.0 0.0
H -0.939979 4.960071 -4.407383 0.0 0.0 0.0
O 1.567871 -1.937433 0.807117 -0.2 -0.4 0.1
C 2.543071 -2.044161 1.563157 0.0 0.2 0.0
C 2.674056 -3.294376 2.395927 0.1 0.0 0.0
C 4.111946 -3.718328 2.683540 0.0 0.1 0.0
C 4.735278 -2.956404 3.857934 0.0 0.0 0.0
C 4.333407 -1.483207 3.889861 -0.1 0.0 0.0
C 4.504305 -0.779843 2.553472 -0.1 -0.1 0.0
N 3.455758 -1.073340 1.587425 0.2 0.0 0.1
H 2.125921 -4.052074 1.838593 0.0 0.0 0.0
H 2.104511 -3.139764 3.317507 0.0 0.0 0.0
H 4.710451 -3.559799 1.780779 0.0 0.0 0.0
H 4.139633 -4.791147 2.883610 0.0 0.0 0.0
H 5.825380 -3.027778 3.790861 0.0 0.0 0.0
H 4.446911 -3.424627 4.803686 0.0 0.0 0.0
H 4.935647 -0.956890 4.633785 0.0 0.0 0.0
H 3.292570 -1.370572 4.204290 0.0 0.0 0.0
H 5.487157 -1.012422 2.127496 0.0 0.0 0.0
H 4.475296 0.299158 2.707563 0.0 0.0 0.0
H 3.305090 -0.389612 0.837716 -0.1 0.1 0.0
C 4.481634 -1.662656 -3.897749 0.0 0.0 -0.1
Si 3.879742 -1.679110 -2.106970 -0.1 -0.1 0.0
C 2.963817 -3.329047 -1.945930 -0.1 0.0 0.0
C 5.483848 -1.879273 -1.112237 0.1 0.1 0.1
As 2.452960 0.071428 -1.648234 -0.2 0.1 0.0
Si 4.067145 1.703429 -1.442200 -0.1 -0.1 0.0
C 3.320763 3.409360 -1.519140 -0.1 0.2 -0.1
C 5.025482 1.617375 0.189827 0.1 0.0 0.1
C 5.414647 1.673161 -2.768295 0.1 -0.1 -0.1
H 5.068201 -2.561148 -4.129853 0.0 0.0 0.0
H 5.096274 -0.783177 -4.102352 0.0 0.0 0.0
H 3.619013 -1.622619 -4.568628 0.0 0.0 0.0
H 3.664459 -4.164492 -1.835011 0.0 0.0 0.0
H 2.372403 -3.500144 -2.851047 0.0 0.0 0.0
H 2.269091 -3.334185 -1.102776 0.1 0.0 0.0
H 5.929693 -2.864457 -1.293422 0.0 0.0 0.0
H 5.310717 -1.770081 -0.040136 0.0 -0.1 0.0
H 6.212203 -1.117958 -1.405596 0.0 0.0 0.0
H 2.553430 3.544951 -0.757026 0.0 0.0 0.0
H 2.816419 3.562345 -2.475906 0.0 0.0 0.0
H 4.092300 4.178679 -1.390872 0.0 0.0 0.0
H 4.332287 1.697426 1.033310 0.0 0.1 -0.1
H 5.751981 2.434938 0.271687 0.0 0.0 0.0
H 5.564320 0.668037 0.276712 0.0 0.1 0.0
H 4.962131 1.640647 -3.762933 0.0 0.0 0.0
H 6.077255 0.808660 -2.673388 0.0 0.0 0.0
H 6.023313 2.581601 -2.693451 0.0 0.0 0.0
```
Forces are in eV/Å.

The charge is -2.

=====

Record 3
Below is a cluster of 32 separate species, C22H86Br2N2O32 in total at a distorted geometry, with properties calculated with ωB97M-V with the def2-TZVPD basis set.

Geometry as XYZ:
```
144
Properties=species:S:1:pos:R:3:forces:R:3
C -2.740619 -0.718262 -3.558221 -0.7 0.2 0.9
C -2.868491 -0.094147 -2.191457 -0.1 0.0 -0.2
C -4.072371 0.470777 -1.805853 0.3 -0.2 0.0
C -4.199438 1.031358 -0.551271 -0.2 0.1 -0.4
C -3.156269 1.065037 0.347421 -0.1 0.0 0.5
C -3.288206 1.703665 1.694974 0.0 0.6 0.5
C -4.719238 2.023386 2.095619 -0.2 -0.3 -0.6
C -2.428823 2.982526 1.740472 -0.3 -0.3 0.1
C -1.939042 0.504444 -0.026565 0.0 0.1 -0.1
O -0.925105 0.564282 0.903526 -0.2 -0.3 -0.6
C 0.007120 -0.513360 0.855500 0.3 0.1 0.7
C 1.325355 -0.159506 0.233278 0.2 0.5 0.5
C 1.605973 -0.621258 -1.060071 -0.3 -0.3 -0.5
N 2.699088 -0.371872 -1.708198 0.2 0.2 0.0
C 3.621288 0.358612 -1.026428 -0.1 0.0 0.1
C 4.832313 0.652031 -1.658104 0.3 -0.1 -0.7
C 5.801797 1.331760 -1.003944 0.1 0.1 0.0
C 5.620173 1.721382 0.330520 -0.2 0.0 -0.4
C 4.452434 1.453888 0.988009 -0.1 0.4 0.5
C 4.338775 1.841011 2.452002 0.5 -0.9 -0.7
Br 3.627153 3.642357 2.621024 -0.3 0.1 -0.1
C 5.687673 1.824243 3.150029 -0.4 0.6 1.1
C 5.595019 2.109859 4.647613 0.1 -0.5 -0.2
Br 6.484307 0.041179 2.940233 0.2 0.0 0.1
C 3.395367 0.790758 0.300252 -0.3 -0.2 0.3
N 2.204384 0.532516 0.925079 0.2 -0.2 -0.3
C -1.813519 -0.053339 -1.294002 0.5 -0.2 0.1
H -1.718778 -0.809364 -3.878811 0.2 -0.1 -0.3
H -3.249302 -1.680123 -3.539966 0.1 -0.3 -0.1
H -3.312961 -0.105071 -4.242093 0.2 0.1 -0.5
H -4.900328 0.474191 -2.488873 -0.1 0.0 -0.2
H -5.152051 1.466861 -0.309334 -0.2 0.1 0.3
H -2.904261 1.028417 2.455983 0.2 -0.2 0.0
H -5.355157 1.162209 1.907205 -0.2 -0.2 0.2
H -5.110472 2.836240 1.487045 -0.1 0.3 0.0
H -4.791703 2.290803 3.142495 0.1 0.1 0.2
H -2.888718 3.702701 2.404373 0.0 0.3 0.2
H -1.449682 2.737622 2.108253 0.5 0.1 0.0
H -2.342334 3.421050 0.752805 0.0 0.2 -0.2
H 0.234655 -0.784033 1.881432 -0.2 0.1 0.3
H -0.424879 -1.386622 0.395350 -0.1 -0.2 -0.2
H 0.857517 -1.218349 -1.561263 0.0 -0.2 -0.1
H 4.995459 0.328485 -2.677770 -0.1 -0.2 0.1
H 6.719480 1.555088 -1.519564 0.2 0.1 0.0
H 6.431817 2.239876 0.806881 0.1 0.1 0.2
H 3.694206 1.134912 2.963025 -0.5 0.2 0.1
H 6.357810 2.567885 2.749359 0.3 -0.3 -0.4
H 6.546928 2.464719 5.016073 0.2 0.2 0.1
H 5.372264 1.212748 5.210849 -0.2 -0.1 0.2
H 4.819392 2.839322 4.837764 0.0 0.2 0.1
H -0.873498 -0.482352 -1.599046 0.0 0.0 0.0
O 6.885516 -2.714217 0.787282 0.1 0.2 0.0
H 6.228493 -3.183937 1.314102 0.0 -0.1 0.0
H 7.124031 -1.939008 1.307460 0.0 0.0 -0.2
O -0.734223 -3.406025 0.132918 0.0 -0.2 0.0
H -0.205957 -4.184252 0.347222 0.1 0.0 -0.1
H -1.623039 -3.749295 -0.016687 -0.1 0.1 -0.1
O -2.061639 3.265569 -2.831004 -0.1 0.0 -0.1
H -2.223918 2.433121 -2.367145 0.0 0.0 0.1
H -2.285870 3.065693 -3.746076 0.0 0.0 0.0
O -0.961864 -0.075935 -5.876293 -0.4 0.0 -0.1
H -0.320358 0.627857 -5.720570 0.2 -0.1 -0.1
H -0.735220 -0.407547 -6.749751 0.2 0.0 0.1
O 3.977287 -1.050327 5.045100 -0.1 0.1 -0.2
H 4.683324 -0.597680 4.557163 0.0 -0.2 0.0
H 3.560561 -1.618716 4.386154 0.0 -0.1 0.0
O -5.767313 2.466685 -3.605902 -0.4 0.0 0.2
H -5.424272 3.239344 -3.140261 0.1 -0.1 0.0
H -6.648512 2.733930 -3.892731 0.1 0.1 -0.2
O -7.355340 0.534633 -1.694277 0.0 -0.2 0.0
H -6.830964 1.149179 -2.224357 0.1 0.2 0.0
H -7.415275 -0.249531 -2.252367 -0.1 0.0 0.0
O 0.789660 3.140419 5.508720 -0.3 -0.1 -0.2
H 1.128659 3.341247 4.630777 0.0 0.1 0.0
H 0.392570 2.257586 5.404536 0.4 0.2 0.2
O 0.991534 0.328887 5.708632 -0.3 -0.4 -0.2
H 0.896505 -0.147444 6.540615 0.0 0.1 0.1
H 1.703977 -0.140691 5.262447 0.1 0.1 0.0
O -0.274844 2.127210 -7.394579 -0.2 0.4 -0.4
H -1.227022 1.980189 -7.399530 0.0 -0.2 0.2
H -0.170744 3.074552 -7.210895 0.2 -0.1 0.1
O -6.226121 -1.447772 0.288522 -0.3 -0.1 0.1
H -7.081503 -1.729962 0.655722 0.1 -0.1 0.1
H -6.445607 -0.691256 -0.272462 0.1 0.1 -0.1
O 1.908213 3.736742 -7.416205 0.2 0.0 0.0
H 2.426237 4.000941 -8.182901 -0.1 0.1 0.0
H 1.858199 2.776266 -7.477709 0.0 0.0 0.1
O 3.335746 -3.649387 6.752280 0.0 0.0 0.0
H 2.505016 -3.485437 7.211927 -0.1 0.0 -0.1
H 3.542073 -2.797971 6.356458 0.2 0.1 0.0
O -8.466759 -2.158494 1.896869 -0.2 0.2 0.0
H -8.884614 -2.798076 2.480390 0.1 -0.1 0.0
H -8.726483 -1.299910 2.253669 0.1 0.1 0.1
O 6.785031 -5.432910 1.132008 0.0 -0.2 0.0
H 7.460768 -4.905417 0.690837 -0.1 0.1 0.0
H 6.440334 -6.016847 0.450323 0.0 0.0 0.0
O 3.699323 2.290245 -4.493973 0.3 0.0 0.1
H 3.562290 1.648302 -3.788843 -0.1 0.1 0.1
H 2.805304 2.541342 -4.749590 -0.1 0.0 -0.2
O 0.302191 4.313592 -4.936970 -0.1 0.0 0.0
H -0.107396 4.512728 -4.087225 0.0 -0.1 0.1
H 0.538562 5.167726 -5.311055 0.1 0.0 -0.1
O -0.232312 3.630093 -10.074877 -0.1 -0.1 0.0
H -0.207277 2.892652 -9.450045 0.1 0.1 0.1
H -1.139895 3.649843 -10.391483 0.0 0.0 -0.1
O 7.420175 -0.961055 6.412562 0.0 0.0 0.0
H 7.067066 -1.782794 6.769061 0.0 0.0 0.0
H 7.093509 -0.928317 5.508138 0.1 0.0 -0.1
O 0.210627 -2.953153 6.627956 0.0 0.0 0.0
H -0.187213 -3.761924 6.965048 0.0 0.0 0.0
H -0.166664 -2.851259 5.748292 0.0 0.1 0.0
O 7.810130 4.031823 2.507205 0.0 0.2 0.0
H 7.303174 4.847697 2.585137 0.0 0.0 0.0
H 8.730212 4.311540 2.545981 0.0 -0.1 0.0
O -6.333755 -4.824493 1.272387 -0.1 0.0 -0.1
H -7.279561 -4.971642 1.142435 0.0 0.0 -0.1
H -6.179390 -3.952122 0.895358 0.1 0.1 0.1
O 3.453097 0.583567 7.518155 0.2 0.0 0.0
H 3.243009 1.490865 7.271456 -0.1 -0.1 0.0
H 3.845760 0.191700 6.727386 -0.2 0.0 0.1
O -3.781414 -2.082708 2.024858 0.0 0.0 0.1
H -4.726251 -1.942808 1.882376 0.1 0.1 -0.2
H -3.374258 -1.269703 1.708119 0.0 0.0 -0.1
O -8.407048 -6.365928 0.089363 0.0 -0.2 0.1
H -7.637300 -6.902927 0.310702 0.1 0.1 -0.1
H -9.128709 -6.998054 0.018629 -0.1 0.1 0.0
O 1.870835 0.006431 -4.927460 -0.1 0.0 0.0
H 1.750075 -0.199305 -3.992461 0.1 0.0 0.0
H 2.700844 -0.435629 -5.142736 0.1 0.0 0.1
O -1.703614 -4.126200 -2.930527 0.2 -0.1 -0.1
H -1.712481 -3.205566 -2.651635 -0.1 0.0 0.1
H -2.405115 -4.183743 -3.587909 0.0 0.0 0.1
O 4.944418 -0.268667 -4.686613 -0.1 0.0 -0.5
H 4.699747 0.577044 -5.100410 0.0 0.1 0.1
H 5.452189 -0.735563 -5.358245 0.1 0.0 0.1
O 2.291875 -4.100836 0.094829 -0.1 0.1 0.0
H 1.964346 -3.310730 -0.348221 0.0 0.0 0.0
H 2.911699 -4.484513 -0.532986 0.0 0.0 0.0
O -4.643036 -3.411337 -1.803354 0.0 0.1 -0.1
H -5.063274 -4.047940 -1.215695 0.0 -0.1 0.0
H -4.893465 -2.555055 -1.436688 0.0 0.0 0.2
O -8.106749 0.981806 2.305580 -0.1 -0.2 -0.2
H -7.646081 1.825826 2.334760 0.0 0.0 0.1
H -7.836973 0.606602 1.459190 0.1 0.1 0.0
```
Forces are in eV/Å.

The charge is 0.

=====

no.,orbital gap (eV),highest occupied orbital energy (hartree)
1,10.214,-0.3438
2,4.717,-0.0425
3,7.949,-0.3182